Record 1
C8H12 in the gas phase. Source: OMol25; level of theory: wB97M-V/def2-TZVPD.

CARTESIAN COORDINATES (ANGSTROEM)
H  0.56  -0.77  -2.11
H  -1.34  -0.86  2.00
C  -2.27  -0.81  -0.06
C  0.19  -0.84  0.13
H  -2.85  -1.67  0.24
H  1.85  -0.17  1.47
H  0.41  -1.93  0.35
C  -1.18  -0.40  1.00
C  -0.10  -0.83  -1.24
H  -1.80  -1.36  -2.39
H  2.24  3.37  0.36
H  3.03  1.78  0.96
H  0.46  1.86  -0.54
H  -2.97  0.17  -0.13
C  -1.44  -1.09  -1.32
C  2.12  2.31  0.68
C  1.44  0.01  0.44
C  1.15  1.48  0.25
H  2.14  -0.18  -0.42
H  -1.25  0.68  0.98

Results
- SMILES = C=CC[C@@H]1C=CCC1
- energy relative to the best compared isomer or geometry (same formula, charge and spin) (eV) = 2.293
- charge = 0
- LUMO level (Eh) = 0.04038

Record 2
2 unconnected molecules or ions with the total composition C11H14S. Source: OMol25; level of theory: wB97M-V/def2-TZVPD.

CARTESIAN COORDINATES (ANGSTROEM)
C  -1.43  -1.21  1.41
H  3.01  -0.49  -1.65
H  4.42  0.20  1.12
C  0.48  -0.93  -0.17
H  2.17  1.74  -0.26
H  -3.99  -0.89  -1.52
C  2.21  -1.30  -1.92
C  -1.85  -1.02  -1.03
H  -0.76  -1.23  2.16
H  1.12  2.06  1.15
H  -1.55  -0.68  -1.98
C  -3.70  -1.03  0.54
C  -3.18  -0.93  -0.78
H  -3.14  -1.51  2.52
C  -0.95  -1.03  0.05
H  1.51  -0.38  1.63
H  2.54  -0.39  0.36
C  1.01  -1.51  -1.33
H  0.19  -2.16  -1.85
C  1.26  1.39  0.29
C  -2.75  -1.15  1.61
C  1.51  -0.10  0.60
H  2.33  -1.99  -2.79
H  -4.83  -0.98  0.65
H  0.44  1.43  -0.39
S  5.39  0.79  0.31

Results
- energy relative to the best compared isomer or geometry (same formula, charge and spin) (eV) = 2.919
- charge = 0
- LUMO level (spin up / spin down) (Eh) = -0.01913 / -0.09719

Record 3
A molecular structure, C54H33Br2Cl4N7O3SSc. Source: OMol25; level of theory: wB97M-V/def2-TZVPD.

CARTESIAN COORDINATES (ANGSTROEM)
C  5.97  1.46  0.72
H  -3.55  -2.94  6.06
C  8.13  0.83  -0.09
O  -4.85  -8.78  4.80
H  0.02  5.08  5.42
C  -0.08  -1.14  -3.70
Sc  0.32  -0.49  0.53
H  0.68  5.96  0.60
C  5.48  0.17  0.47
H  -1.57  -2.45  -2.70
C  -4.29  3.11  -5.72
O  -6.39  -7.60  3.27
C  0.55  5.67  1.63
H  -2.36  3.76  -6.43
H  0.00  7.75  2.06
H  0.51  5.11  -1.14
Cl  -5.15  3.84  -7.02
C  -0.02  -1.48  -6.09
H  -2.55  -1.54  4.70
C  -3.83  -3.86  5.57
C  -2.23  -0.03  -1.56
C  -3.41  -4.19  4.28
Cl  -1.50  -3.30  -7.44
H  -2.29  -4.81  1.86
C  7.29  1.78  0.46
N  -1.08  -0.74  -1.01
H  5.31  2.24  1.09
H  8.32  -1.19  -0.81
C  -4.62  -4.77  6.24
H  2.83  3.06  3.58
C  -2.56  -3.32  3.43
C  -2.06  -3.80  2.21
N  -3.77  -5.36  3.72
C  -2.05  1.49  -2.50
H  -6.06  2.31  -4.78
C  6.34  -0.79  -0.06
N  -0.91  -1.72  1.76
C  1.68  1.86  1.91
H  0.60  3.24  3.96
C  -2.92  3.22  -5.68
H  -3.57  0.90  -0.07
H  -0.87  -3.34  0.48
C  1.03  2.94  1.21
C  1.71  -0.75  -2.00
C  -1.26  -2.98  1.42
C  -0.30  0.03  -1.36
C  4.05  -0.10  0.61
C  -1.01  2.30  -2.07
C  -0.62  3.67  -2.23
C  0.74  4.34  2.08
C  -4.98  2.40  -4.73
C  -1.40  -1.27  2.93
Cl  9.75  1.27  -0.48
N  -5.00  -5.94  5.73
C  3.30  -0.59  -0.62
H  -4.83  1.28  -2.88
C  0.37  2.83  -0.41
C  -2.71  0.29  -0.35
C  -4.55  -6.18  4.48
H  -1.11  -0.25  3.18
C  0.52  -0.45  -2.47
H  2.53  -3.75  0.09
H  4.63  1.27  3.21
Cl  -0.51  7.84  4.87
C  -1.27  0.62  0.00
H  4.91  -1.01  -2.23
H  7.62  2.79  0.66
C  -1.00  -2.47  -6.02
H  -4.97  -4.57  7.25
C  -2.90  1.96  -3.59
H  -1.14  2.72  -4.62
C  2.85  -1.09  -2.75
C  0.42  -0.81  -4.95
H  5.98  -1.79  -0.31
H  1.06  -4.35  0.95
H  -0.75  0.58  1.60
C  -4.28  1.81  -3.66
H  2.86  -1.28  -3.81
S  -5.01  -7.82  3.71
C  1.56  -3.49  0.52
N  2.02  -0.61  -0.68
Br  0.45  -2.69  -0.81
C  3.89  -0.93  -1.94
C  0.16  6.75  2.48
C  0.17  5.28  4.36
C  0.52  4.21  3.49
C  3.70  1.31  2.70
Br  1.78  -2.14  1.86
H  0.44  -1.23  -7.05
C  0.16  4.09  -1.22
C  7.66  -0.46  -0.36
H  -0.97  4.32  -3.01
H  -1.29  1.54  0.58
C  -2.20  -2.01  3.78
H  1.19  -0.05  -5.01
C  -0.02  6.55  3.84
N  -0.12  1.76  -1.14
C  3.28  0.39  1.63
O  -4.04  -7.99  2.62
C  -1.56  -2.79  -4.80
H  -2.32  -3.57  -4.71
C  -2.23  2.63  -4.63
C  -1.11  -2.13  -3.65
C  2.73  2.23  2.89
N  1.95  0.34  1.83

Results
- energy relative to the best compared isomer or geometry (same formula, charge and spin) (eV) = 18.670
- charge = -1
- LUMO level (spin up / spin down) (Eh) = 0.01145 / 0.00871

Record 4
A molecular structure, C3H5HgO3. Source: OMol25; level of theory: wB97M-V/def2-TZVPD.

CARTESIAN COORDINATES (ANGSTROEM)
H  -1.65  -0.31  1.98
C  -1.00  0.29  1.32
O  -1.69  0.28  0.00
H  -0.59  1.28  1.59
C  0.06  -0.59  0.74
Hg  -2.52  1.29  -1.13
O  2.35  0.59  -1.59
O  1.08  0.16  0.02
H  0.46  -0.63  1.87
H  -0.18  -1.60  0.38
H  2.48  0.46  -2.54
C  1.41  -0.23  -1.17

Results
- energy relative to the best compared isomer or geometry (same formula, charge and spin) (eV) = 3.797
- charge = +1
- LUMO level (Eh) = -0.28018

Record 5
C15H22ClNO2 in the gas phase. Source: OMol25; level of theory: wB97M-V/def2-TZVPD.

CARTESIAN COORDINATES (ANGSTROEM)
O  0.14  -1.62  -0.61
H  0.68  3.19  4.78
C  -0.29  2.23  3.11
C  0.40  3.44  3.75
C  1.24  -1.44  -4.12
H  -0.53  -0.42  1.57
C  -0.83  -0.60  -0.53
H  -3.86  1.25  2.49
C  -2.38  3.12  3.82
H  -2.23  5.23  4.35
H  -2.68  3.38  2.79
H  -3.21  0.36  0.34
H  3.13  -3.99  -2.95
O  -0.43  4.57  3.73
H  1.30  3.71  3.19
C  -2.15  0.69  3.67
H  1.87  -3.42  -0.89
C  2.17  -2.47  -4.11
C  1.71  -2.88  -1.80
H  -1.80  -1.56  1.12
H  1.06  -0.88  -5.03
C  -2.42  0.51  1.08
H  -1.97  1.48  0.89
H  -0.38  0.38  -0.78
H  -0.18  -0.32  -3.00
C  2.40  -3.19  -2.95
C  0.54  -1.13  -2.97
H  -1.36  -0.07  3.67
N  -1.50  1.97  3.86
H  -1.65  -0.79  -1.24
H  -3.27  2.91  4.41
C  -1.37  -0.58  0.89
C  0.77  -1.84  -1.80
C  -3.08  0.48  2.46
C  -1.63  4.31  4.42
H  0.36  1.36  3.17
Cl  3.04  -2.86  -5.55
H  -0.48  2.47  2.05
H  -2.75  0.52  4.57
H  -3.57  -0.48  2.60
H  -1.41  4.10  5.48

Results
- SMILES = Clc1ccc(OCCCCCN2CCOCC2)cc1
- energy relative to the best compared isomer or geometry (same formula, charge and spin) (eV) = 0.167
- charge = 0
- LUMO level (Eh) = 0.02846

Question: Which of these has the lowest energy relative to the best compared isomer or geometry (same formula, charge and spin)?
Answer: C15H22ClNO2